(1)
Density functional theory data (wB97M-V/def2-TZVPD) for a molecular structure, C10H6Cl12Cr2O8S in a non-equilibrium geometry.

XYZ file:
```
39
Properties=species:S:1:pos:R:3:forces:R:3
Cr -0.9653 -1.5365 3.0506 0.8 -2.4 -0.7
Cr 0.8722 2.6185 -2.9618 -1.7 -1.4 3.7
S 0.3547 -3.5097 1.9898 2.6 -4.5 -2.7
O 0.8342 -3.0679 0.6957 -0.8 2.0 -0.5
O -1.1203 -3.4037 2.1212 -2.9 0.8 0.2
O 0.8833 -4.8615 2.1303 -1.0 0.7 1.5
O 0.7191 -2.5926 3.0947 1.1 2.2 2.2
C -1.7551 0.6709 -0.2561 0.2 0.5 0.2
C -0.7550 1.3512 -0.9080 -1.9 -0.2 -0.8
C 0.3597 1.9794 -0.2050 1.8 0.1 0.8
O 1.2392 2.7271 -0.8372 -1.0 0.0 -3.2
C 0.6214 1.7087 1.0966 -0.7 -0.1 1.2
C -0.2162 0.7924 1.8193 -0.5 -0.4 -1.7
C -1.5391 0.2609 1.0712 1.5 -0.2 0.1
O -2.1191 -0.6861 1.6290 -0.6 1.0 0.2
O 0.0800 0.1815 2.8503 -0.2 1.0 0.3
O -0.8631 1.4978 -2.2029 2.4 1.5 -1.0
H -2.6177 0.3272 -0.8058 0.1 -0.2 0.0
H 1.4712 2.1856 1.5642 0.1 -0.2 0.1
C 3.4306 5.2157 1.3148 0.3 0.2 0.5
Cl 3.9591 6.3110 0.0296 -0.1 -0.1 0.0
Cl 1.7957 5.5866 1.8588 -0.2 -0.2 -0.4
Cl 4.4764 5.3505 2.7357 0.3 -0.1 -0.2
H 3.5236 4.2027 0.9414 -0.3 0.0 0.0
C -2.8798 -0.4765 -4.3051 -0.3 -0.5 0.0
Cl -2.1432 -2.0037 -4.8404 -0.3 0.5 0.1
Cl -4.6461 -0.5896 -4.2112 0.2 0.0 -0.2
Cl -2.4239 0.8222 -5.4108 0.2 0.3 0.0
H -2.5439 -0.2287 -3.3050 0.3 -0.1 -0.1
C -2.9515 -3.2341 -0.8336 0.4 -1.0 0.5
Cl -2.6861 -4.9903 -1.0962 -0.4 0.5 -0.1
Cl -4.5336 -2.6910 -1.3919 0.2 0.0 -0.1
Cl -1.6015 -2.3668 -1.5505 -0.1 0.2 0.1
H -2.9205 -3.1101 0.2431 0.2 0.2 0.0
C 3.2198 -0.8450 1.0363 0.4 -1.1 -0.2
Cl 3.1626 -0.7363 -0.7561 -0.2 0.5 0.4
Cl 4.4309 0.2720 1.7156 -0.2 -0.1 -0.2
Cl 3.5855 -2.5376 1.4158 0.4 0.8 0.2
H 2.2621 -0.5943 1.4737 -0.1 -0.1 -0.2
```
Forces are in eV/Å.

E: -8995.9227 Ha
Net charge: 0
Energy relative to the best compared isomer or geometry (same formula, charge and spin): 72.6 kcal/mol
Spin multiplicity: 9
⟨S²⟩: 20.07

***

(2)
Density functional theory data (wB97M-V/def2-TZVPD) for a molecular structure, C10H6F5N2O3SV in a non-equilibrium geometry.

XYZ file:
```
28
Properties=species:S:1:pos:R:3:forces:R:3
V -0.1691 -0.3264 -0.3791 -0.5 0.1 0.1
N -0.5367 0.5699 -2.2124 -0.2 0.5 -0.6
C -0.0185 -0.3142 -3.2854 0.3 -0.2 -0.1
C 1.2392 -1.0026 -2.7464 0.0 0.0 0.0
O 2.1694 -1.3316 -3.4563 -0.1 0.0 -0.1
N 1.1374 -1.1468 -1.4043 1.3 -0.9 -1.3
C 2.2591 -1.6873 -0.6632 -0.1 0.1 0.3
C 2.2013 -1.0354 0.7252 0.8 -0.6 -0.4
O 2.9769 -1.2832 1.6089 -0.3 0.2 -0.1
O 1.1817 -0.1900 0.8205 0.6 0.6 1.3
H -0.0109 1.4409 -2.2193 0.0 0.1 -0.1
H -1.5043 0.8194 -2.3857 -0.1 0.1 0.1
H -0.7591 -1.0863 -3.4929 -0.1 0.1 0.0
H 0.2034 0.2155 -4.2096 0.0 0.1 0.0
H 2.1728 -2.7689 -0.5334 0.1 0.0 0.0
H 3.2105 -1.4829 -1.1542 0.0 0.0 0.0
F -0.7276 3.2114 3.4191 0.0 0.1 0.1
C -1.0253 2.0946 2.7784 -0.1 -0.2 -0.2
C -0.7929 0.8592 3.3856 -0.1 -0.1 -0.1
F -0.2820 0.8285 4.6039 0.1 0.0 0.1
C -1.0596 -0.3068 2.7077 0.0 0.1 -0.2
F -0.7817 -1.4649 3.2762 0.1 -0.1 0.1
C -1.5803 -0.3028 1.4040 -0.7 0.4 0.5
S -1.6774 -1.7417 0.4201 -0.6 -0.6 0.2
C -1.8464 0.9538 0.8440 -0.3 -0.1 0.3
F -2.5592 1.0344 -0.3037 -0.1 0.2 0.0
C -1.5724 2.1405 1.5171 0.1 0.1 0.0
F -1.8484 3.3035 0.9352 0.0 0.1 0.0
```
Forces are in eV/Å.

E: -2561.4673 Ha
Net charge: 0
Energy relative to the best compared isomer or geometry (same formula, charge and spin): 8.0 kcal/mol
Spin multiplicity: 3
⟨S²⟩: 2.02

***

(3)
Density functional theory data (wB97M-V/def2-TZVPD) for a single C10H7ClO2 molecule in a non-equilibrium geometry.

XYZ file:
```
20
Properties=species:S:1:pos:R:3:forces:R:3
C -1.0965 -1.4030 -2.0488 0.3 -1.5 -1.5
C -1.9987 -0.3796 -1.8258 -1.3 0.8 -0.2
C 0.0155 -1.5136 -1.2597 0.5 2.3 1.7
C -1.6970 0.5752 -0.8454 -1.0 1.1 0.3
C 0.4201 -0.5001 -0.2598 -2.2 0.7 -1.8
C -0.4562 0.6260 -0.0989 -1.8 -1.8 -1.4
C 1.6382 -0.5789 0.4238 0.3 -0.7 2.1
C 0.6550 0.4234 2.6605 -0.8 -0.2 0.6
C 1.9929 -0.0285 1.8144 0.6 0.8 -1.4
C -0.2395 1.7390 0.8439 -1.9 -1.6 -1.4
O 3.0051 -0.4307 2.4069 -0.5 0.1 0.2
O -0.2587 1.1899 2.2252 0.7 -0.2 0.0
Cl 2.6222 -1.9489 0.1392 0.3 -0.1 -0.2
H -1.3220 -2.0992 -2.9406 0.6 0.8 1.9
H -2.9625 -0.4232 -2.4717 1.7 0.6 1.5
H 0.7349 -2.2643 -1.2156 0.6 -1.6 -0.9
H -2.5172 1.3628 -0.6497 1.6 -1.1 -0.2
H 1.8764 1.1402 1.7944 0.3 0.1 -0.3
H 0.7057 2.1392 0.6211 1.4 1.2 0.4
H -1.1178 2.3742 0.6867 0.7 0.4 0.8
```
Forces are in eV/Å.

E: -995.6834 Ha
Net charge: 0
Energy relative to the best compared isomer or geometry (same formula, charge and spin): 136.4 kcal/mol

***

(4)
Density functional theory data (wB97M-V/def2-TZVPD) for a single C10H7N3 molecule in a non-equilibrium geometry.

XYZ file:
```
20
Properties=species:S:1:pos:R:3:forces:R:3
N 1.4374 0.4128 4.2562 1.0 0.9 -11.8
C 1.4752 0.4784 2.9391 -1.3 -0.8 11.5
C 0.8367 0.2384 1.6526 1.8 1.1 1.4
C 1.2960 0.8517 0.5061 0.2 0.3 1.0
C 0.5042 0.5489 -0.6271 -0.4 -0.1 -2.4
C 0.8265 1.0222 -1.9685 2.6 -0.6 0.1
C 0.1141 0.6029 -3.0831 1.0 0.8 0.1
C -0.9727 -0.2647 -2.8328 -1.6 1.2 -1.0
C -1.5437 -0.5569 -1.6342 0.6 -0.3 0.9
C -0.6402 -0.3148 -0.5172 -1.9 -1.3 2.9
N -1.0176 -0.9879 0.7214 1.5 2.4 -1.6
C -0.2817 -0.6494 1.7838 -0.3 -0.2 -1.8
N -0.5642 -1.2459 2.9573 -0.3 0.3 1.7
H 2.2137 1.5962 0.6121 -2.2 -1.8 -0.8
H 1.9461 1.3974 -2.0492 -2.7 0.0 -0.1
H 0.3153 1.0002 -4.1511 -0.1 -1.0 2.0
H -1.5745 -0.5333 -3.6619 -0.4 -0.2 -1.0
H -2.6500 -0.9597 -1.6035 2.8 0.4 0.4
H -1.3609 -1.8588 2.7926 0.1 0.3 0.9
H -0.3598 -0.7777 3.9076 -0.5 -1.2 -2.4
```
Forces are in eV/Å.

E: -549.4364 Ha
Net charge: 0
Energy relative to the best compared isomer or geometry (same formula, charge and spin): 72.7 kcal/mol
SMILES: N#Cc1cc2ccccc2nc1N

***

(5)
Density functional theory data (wB97M-V/def2-TZVPD) for a molecular structure, C10H7N3O3PdS2.

XYZ file:
```
26
Properties=species:S:1:pos:R:3:forces:R:3
Pd 0.0569 -0.3276 0.1568 -0.2 0.0 0.0
O -1.7661 -0.9611 -0.1431 0.1 -0.2 0.1
C -2.2866 -2.1118 0.1967 -0.1 0.0 0.0
C -3.6441 -2.3094 -0.1469 0.0 0.0 0.0
C -4.3014 -3.4729 0.1552 0.0 0.0 0.0
C -3.6402 -4.5119 0.8206 0.0 0.0 0.0
C -2.3233 -4.3406 1.1629 0.0 0.0 0.0
C -1.6210 -3.1583 0.8669 0.0 0.0 0.0
C -0.2265 -3.0398 1.2570 0.0 0.0 0.0
N 0.5962 -2.0118 1.0667 -0.1 0.1 -0.1
C 1.8294 -2.3369 1.6003 0.0 0.0 0.0
C 1.7529 -3.5792 2.1211 0.0 0.0 0.0
N 0.4624 -4.0073 1.8998 0.0 0.0 0.0
H -4.1416 -1.4980 -0.6606 0.0 0.0 0.0
H -5.3411 -3.5866 -0.1245 0.0 0.0 0.0
H -4.1545 -5.4315 1.0610 0.0 0.0 0.0
H -1.8241 -5.1529 1.6775 0.0 0.0 0.0
H 2.6599 -1.6580 1.5657 0.0 0.0 0.0
H 2.4861 -4.1857 2.6196 0.0 0.0 0.0
H 0.0821 -4.8955 2.1690 0.0 0.0 0.0
S 0.9379 2.8882 -0.9748 0.0 0.1 -0.1
S 4.5136 1.2013 0.8988 0.0 0.0 0.0
C 2.9989 0.7073 0.6354 0.1 0.1 0.0
N 1.8998 0.3642 0.4375 -0.2 0.0 -0.1
O -0.9647 1.2410 -0.8552 0.3 0.0 0.1
O -0.5267 2.4208 -1.2339 0.1 -0.1 0.1
```
Forces are in eV/Å.

E: -1699.3450 Ha
Net charge: 0
Energy relative to the best compared isomer or geometry (same formula, charge and spin): 38.8 kcal/mol

***

(6)
Density functional theory data (wB97M-V/def2-TZVPD) for a single C10H7NO3 molecule in a non-equilibrium geometry.

XYZ file:
```
21
Properties=species:S:1:pos:R:3:forces:R:3
O 0.9959 -0.1424 2.5206 1.2 0.0 -1.1
C 1.5647 -0.1864 1.4862 -1.9 0.1 1.7
C 1.9539 -0.2204 0.2557 -0.7 -0.3 -1.0
C 3.1932 -0.0959 -0.5607 1.3 0.6 -0.2
C 2.3741 -0.4724 -1.7771 -0.7 1.1 -1.1
C 1.2171 -0.5480 -1.0334 3.8 0.4 0.4
O -0.0202 -0.9362 -1.1957 -1.2 -0.7 -1.1
C -0.9657 -0.4268 -0.3670 -0.9 0.7 1.3
C -1.9020 -1.2243 0.2505 -0.2 -1.5 -2.1
C -2.9054 -0.6359 1.0223 -1.7 -3.0 -0.1
C -2.9857 0.7153 1.0750 -0.7 2.2 2.4
N -2.0737 1.5161 0.5243 0.3 0.2 -0.1
C -1.1011 0.9680 -0.1334 0.9 -0.1 -1.0
O -0.1521 1.7246 -0.7191 0.2 2.2 -0.1
H 3.9224 -0.8432 -0.3599 0.7 -0.9 0.5
H 3.7611 0.8566 -0.4875 -0.8 -0.2 -0.4
H 2.7367 -0.4089 -2.8675 -1.2 -0.5 1.9
H -2.0271 -2.3034 -0.1521 0.6 1.7 1.3
H -3.6816 -1.4184 1.3629 1.1 2.0 -0.1
H -3.6448 1.3536 1.7552 0.2 -1.6 -1.1
H -0.2597 2.7283 -0.5992 -0.3 -2.4 0.1
```
Forces are in eV/Å.

E: -665.6055 Ha
Net charge: 0
Energy relative to the best compared isomer or geometry (same formula, charge and spin): 68.9 kcal/mol
SMILES: O=C=C1CC=C1Oc1cccnc1O